A 2-piece molecular cluster, C5H14N2O overall in a non-equilibrium geometry. Source: the OMol25 dataset; level of theory: ωB97M-V/def2-TZVPD.

Last columns: bonded neighbours and bond lengths (Å).
Atoms and positions in Å:
1 C -1.20 -0.62 0.87  C2 1.518, H8 1.093, H9 1.100, H10 1.096
2 C -0.13 0.27 0.27  C1 1.518, N3 1.442, C4 1.539, H11 1.099
3 N -0.08 1.62 0.77  C2 1.442, H12 1.016, H13 1.018
4 C -0.13 0.27 -1.27  C2 1.539, C5 1.520, H14 1.094, H15 1.091
5 C 0.01 -1.08 -1.95  C4 1.520, C6 1.337, H16 1.088
6 C 0.72 -2.11 -1.48  C5 1.337, N7 1.384, H17 1.080
7 N 0.61 -3.39 -2.00  C6 1.384, H18 1.005, H19 1.011
8 H -1.26 -1.59 0.37  C1 1.093
9 H -2.23 -0.26 0.75  C1 1.100
10 H -1.20 -0.77 1.96  C1 1.096
11 H 0.79 -0.28 0.55  C2 1.099
12 H -1.00 2.06 0.85  N3 1.016
13 H 0.29 1.61 1.72  N3 1.018
14 H -1.01 0.82 -1.63  C4 1.094
15 H 0.73 0.86 -1.59  C4 1.091
16 H -0.77 -1.34 -2.66  C5 1.088
17 H 1.39 -2.11 -0.64  C6 1.080
18 H -0.08 -3.56 -2.71  N7 1.005
19 H 1.02 -4.22 -1.60  N7 1.011
20 O 1.07 4.39 3.47  H21 0.960, H22 0.983
21 H 1.03 5.34 3.36  O20 0.960
22 H 1.42 4.09 2.60  O20 0.983

Summary:
- F_max: 1.93 eV/A
- HOMO: -7.70 eV
- ΔE to the lowest compared entry with this formula, charge and spin: 2.1841 eV
- Calculated total energy: -10438.8439 eV
- SMILES string: C[C@H](N)C/C=C/N.O

For each atom in turn, the natural (NBO) charge in e is: -0.640, -0.048, -0.838, -0.423, -0.316, 0.014, -0.829, 0.221, 0.196, 0.209, 0.176, 0.357, 0.358, 0.203, 0.218, 0.188, 0.187, 0.377, 0.389, -0.937, 0.467, 0.471